1.
Entry from the Open Molecules 2025 dataset: a 2-piece molecular cluster, C2H3Cl3NO overall at a distorted geometry (ωB97M-V/def2-TZVPD).

For the frontier orbital gap, the calculation gives 7.0563 eV. As for the charge: -1. The calculation puts the energy above the lowest of the compared OMol25 structures with the same formula, charge and spin at 0.9006 eV. The calculation puts the LUMO energy at 3.6 eV. The total energy comes out at -1588.508442 hartree.

Last column: Löwdin charge in e.
Positions of all 10 atoms, in Å:
Cl 1.64 2.69 0.62  0.308
Cl 2.61 -0.02 0.09  0.314
Cl 0.93 1.22 -1.76  0.339
O -1.84 -0.60 1.63  -0.168
N -1.06 -0.49 0.67  -0.269
C -1.06 -1.26 -0.41  -0.007
C 1.20 1.07 -0.02  -1.670
H -1.59 -2.20 -0.42  0.054
H -0.42 0.38 0.80  0.095
H -0.41 -0.78 -1.19  0.004

=====

2.
Entry from the Open Molecules 2025 dataset: an isolated ion of composition C2H3Cl3O3P and charge -1 at a distorted geometry (ωB97M-V/def2-TZVPD).

For the frontier orbital gap, the calculation gives 7.7963 eV. As for the charge: -1. The calculation puts the energy above the lowest of the compared OMol25 structures with the same formula, charge and spin at 0.0376 eV. The calculation puts the LUMO energy at 3.4 eV. The total energy comes out at -2025.733630 hartree.

Last column: Löwdin charge in e.
Positions of all 12 atoms, in Å:
Cl 2.81 -2.26 0.60  0.329
Cl 1.95 -1.78 -2.05  0.305
Cl 1.67 0.37 -0.11  0.498
P -0.27 1.59 -0.45  0.169
O 0.08 2.16 -1.77  -0.340
O -0.36 2.39 0.78  -0.339
O -1.15 0.27 -0.55  -0.312
C 1.48 -1.55 -0.32  -1.394
C -1.46 -0.27 0.76  -0.136
H -1.06 -1.26 0.79  0.051
H -1.12 0.65 1.40  0.082
H -2.58 -0.30 0.92  0.088